No. 1
Density functional theory data (ωB97M-V/def2-TZVPD) for a structure of composition C2H2Br3N in a non-equilibrium geometry.

The multiplicity is 1. The value obtained for the relative energy (zero: lowest compared OMol25 entry of this formula, charge and spin) is 1.844 eV. The total energy is -7854.09736 Eh. Its net charge is 0. Its highest occupied orbital energy is -8.84 eV. The calculation puts the HOMO-LUMO gap at 8.8 eV.

XYZ file:
```
8
Properties=species:S:1:pos:R:3:forces:R:3:mulliken_charge:R:1
Br 0.340 -2.149 3.061 -0.94 0.85 -0.48 -0.0357
H -1.370 -0.919 -0.055 -0.38 0.75 -0.80 0.2881
N 0.465 0.176 0.355 1.99 2.29 -0.46 -0.3114
Br -1.579 0.495 3.346 0.06 -0.59 -0.08 -0.0177
C -0.617 -0.308 0.436 -0.83 -3.12 3.08 0.0683
Br -2.622 -2.154 1.745 0.16 0.17 0.49 -0.0465
C -1.119 -1.046 2.275 1.01 0.71 -2.25 -0.2204
H 1.021 0.684 -0.366 -1.08 -1.05 0.49 0.2753
```
Forces are in eV/Å.



No. 2
Density functional theory data (ωB97M-V/def2-TZVPD) for a cluster of 2 separate species, C2H2Br5OPS in total in a non-equilibrium geometry.

The multiplicity is 1. The value obtained for the relative energy (zero: lowest compared OMol25 entry of this formula, charge and spin) is 0.446 eV. The total energy is -13762.29056 Eh. Its net charge is 0. Its highest occupied orbital energy is -9.09 eV. The calculation puts the HOMO-LUMO gap at 6.9 eV.

XYZ file:
```
12
Properties=species:S:1:pos:R:3:forces:R:3:mulliken_charge:R:1
Br 1.836 2.683 -2.722 -0.26 -1.33 0.60 -0.1267
H 0.920 -0.758 1.486 -1.13 0.17 -0.08 0.3051
Br 0.447 -0.275 -3.907 0.43 0.19 0.93 -0.0601
P 1.010 0.694 -1.978 0.90 0.15 -0.22 0.5741
C -0.134 -0.908 1.134 0.79 0.54 2.03 -0.1823
Br 2.759 -0.518 -0.998 -1.22 1.14 -1.15 -0.0972
S -0.493 -1.880 -0.029 -0.10 -1.81 -1.70 -0.1542
O -0.100 0.839 -1.040 0.42 0.22 -0.72 -0.2451
Br -1.855 -1.076 3.496 0.47 0.76 -0.96 -0.0969
Br -0.934 1.776 1.772 -0.34 -1.39 0.71 -0.1150
H -2.148 -0.333 1.005 0.97 0.13 1.76 0.3913
C -1.309 -0.243 1.782 -0.93 1.22 -1.20 -0.1929
```
Forces are in eV/Å.



No. 3
Density functional theory data (ωB97M-V/def2-TZVPD) for a structure of composition C2H2Br6.

The multiplicity is 1. The value obtained for the relative energy (zero: lowest compared OMol25 entry of this formula, charge and spin) is 0.066 eV. The total energy is -15521.46409 Eh. Its net charge is 0. Its highest occupied orbital energy is -10.05 eV. The calculation puts the HOMO-LUMO gap at 10.0 eV.

XYZ file:
```
10
Properties=species:S:1:pos:R:3:forces:R:3:mulliken_charge:R:1
Br -0.923 0.419 -1.943 -0.15 0.04 -0.12 -0.0032
Br 1.023 -1.009 1.391 0.56 -0.24 -0.08 0.0118
C -0.851 -1.146 1.616 -0.24 -0.29 0.07 -0.1908
C 0.803 1.253 -1.836 0.18 -0.23 0.23 -0.3521
Br -1.530 0.401 2.500 -0.27 0.24 0.08 0.0063
Br -1.321 -2.763 2.540 -0.10 -0.19 0.19 -0.0421
Br 2.193 -0.043 -2.113 0.20 -0.11 -0.02 0.0048
Br 1.002 2.167 -0.160 0.06 0.34 -0.19 0.0134
H 0.920 1.958 -2.641 -0.25 0.20 -0.02 0.3432
H -1.316 -1.238 0.648 0.03 0.24 -0.14 0.2087
```
Forces are in eV/Å.